# 1
150
Properties=species:S:1:pos:R:3:forces:R:3 method="wB97M-V/def2-TZVPD" e_homo_ev=-8.51 charge=0 orbital_gap_ev=8.15
C 1.055486 0.792589 7.059533 -0.6 0.2 0.3
C 0.185776 -0.328510 6.463292 0.9 0.6 0.3
C 0.006829 -0.125735 4.965496 -0.6 -0.5 0.9
C -0.904047 -1.191787 4.373252 0.4 0.4 -0.2
C -1.361712 -0.875837 2.928708 0.4 -0.6 0.8
C -0.843610 -1.942712 1.957561 -0.7 0.4 0.3
C -1.712266 -2.254910 0.718363 0.8 -0.5 0.2
C -0.838720 -2.521734 -0.520603 -1.4 0.3 0.6
C -0.202047 -1.298569 -1.178975 1.3 -0.1 0.0
C 1.126406 -0.944692 -0.449785 -0.1 0.5 -0.3
C 1.216512 0.396814 0.266995 0.8 -0.6 0.6
C 2.613011 0.618307 0.867544 -0.9 0.2 0.4
C 2.999042 -0.416007 1.935013 0.9 0.7 0.3
N 4.424499 -0.810333 1.833670 0.0 -0.7 0.3
C 4.566839 -2.090169 1.240074 0.1 -0.4 -1.4
C 4.662660 -3.306636 2.131426 0.4 0.7 0.1
O 4.650901 -2.225931 0.029877 0.1 0.3 0.7
O 0.195647 -1.689928 -2.543968 -0.5 0.0 0.5
C 0.774177 -2.922568 -2.662176 1.2 0.3 -0.1
S 1.751268 -2.899325 -4.205689 -3.6 -1.8 1.0
O 1.821578 -4.278792 -4.610056 0.7 0.0 2.6
O 1.036540 -2.087543 -5.131135 0.2 1.8 1.6
F 3.156893 -2.359991 -3.907211 0.2 0.3 0.3
C -1.150190 -0.118961 -1.498296 1.3 -1.1 0.2
N -1.739194 0.633315 -0.445929 0.0 0.4 0.2
C -3.162996 0.897149 -0.603592 -0.2 0.0 1.9
C -3.921578 1.320704 0.669671 -0.5 0.2 -0.7
C -5.339960 0.714220 0.645838 0.4 -0.3 -0.2
C -5.437150 -0.702839 1.189479 -0.3 0.2 0.0
O -0.407121 0.662934 -2.459530 -0.3 0.4 1.4
C -0.602685 2.051955 -2.395777 0.5 1.0 -0.7
C 0.185315 2.650914 -3.566346 0.0 -0.4 0.4
C 0.521228 4.120661 -3.376661 0.6 -0.5 -0.6
C 1.541988 4.370867 -2.289058 -0.5 0.8 -0.1
F 1.476567 5.732922 -1.962721 0.1 0.1 0.2
H 0.426583 1.531237 7.556817 0.0 0.1 0.0
H 1.742167 0.416151 7.810154 0.1 0.1 -0.1
H 1.600386 1.333474 6.291031 0.3 -0.1 -0.1
H -0.765490 -0.338623 6.987209 -0.3 -0.2 -0.1
H 0.703251 -1.265588 6.669140 -0.2 -0.3 -0.2
H 1.005889 -0.189201 4.542444 0.0 0.3 -0.5
H -0.422025 0.867393 4.832462 0.1 0.2 -0.3
H -1.760086 -1.332025 5.021646 -0.3 0.1 0.2
H -0.352505 -2.129892 4.418916 0.0 -0.2 -0.1
H -2.441706 -0.828158 2.940351 -0.4 0.1 -0.3
H -0.967081 0.114306 2.706412 -0.2 0.2 -0.4
H 0.177354 -1.670426 1.709071 0.0 -0.1 -0.1
H -0.775813 -2.852412 2.544519 0.1 -0.3 -0.1
H -2.524287 -1.564364 0.543070 0.0 0.4 0.0
H -2.195266 -3.209284 0.918725 -0.2 -0.1 0.1
H -0.106661 -3.227236 -0.136307 0.5 0.0 -0.4
H -1.472319 -3.080539 -1.205868 0.0 0.2 -0.5
H 1.331008 -1.744919 0.251595 0.2 0.0 0.1
H 1.951757 -0.990612 -1.156881 0.0 0.1 -0.3
H 1.004850 1.253645 -0.356336 -0.4 0.0 -0.2
H 0.554284 0.373677 1.132063 -0.4 0.3 -0.1
H 2.543773 1.574097 1.384538 0.2 0.2 0.0
H 3.366474 0.755064 0.098020 0.2 -0.4 -0.2
H 2.897397 0.041907 2.917480 -0.4 0.1 0.1
H 2.368013 -1.299871 1.942873 0.0 -0.2 -0.2
H 4.939162 -0.146720 1.272560 -0.1 0.1 -0.2
H 5.166658 -4.080184 1.571703 -0.2 -0.3 -0.2
H 3.688362 -3.625184 2.486470 -0.1 -0.1 0.1
H 5.286760 -3.047496 2.982403 -0.1 0.0 0.2
H 1.469616 -3.224934 -1.875154 0.0 0.1 0.2
H 0.084352 -3.744043 -2.840035 -0.1 -0.1 -0.3
H -1.973786 -0.554573 -2.078823 2.6 -0.5 1.6
H -1.458666 0.393378 0.487517 0.0 0.0 0.1
H -3.348930 1.670540 -1.344674 0.2 0.1 0.0
H -3.677585 0.010230 -0.997177 -0.1 0.1 1.2
H -3.385952 1.117756 1.589714 0.1 -0.2 0.3
H -4.076813 2.394463 0.601823 0.3 0.2 0.3
H -5.667055 0.674161 -0.393502 -0.1 0.2 -0.2
H -6.054748 1.370011 1.133338 0.0 0.1 0.3
H -4.975283 -1.433090 0.532165 0.3 -0.1 -0.1
H -5.014617 -0.791418 2.183623 0.2 0.1 -0.2
H -6.481656 -0.995558 1.274417 -0.1 -0.1 0.0
H -1.641452 2.358684 -2.537647 0.2 -0.3 0.6
H -0.249796 2.515736 -1.477365 0.0 -0.3 0.4
H -0.383564 2.514804 -4.481023 0.4 0.1 0.0
H 1.068558 2.024673 -3.686922 0.4 0.2 0.0
H 0.976236 4.463219 -4.303991 -0.1 0.2 -0.2
H -0.367662 4.729752 -3.242091 -0.2 0.0 0.4
H 1.340589 3.829032 -1.371253 0.1 -0.2 0.1
H 2.551181 4.215528 -2.652998 0.2 -0.4 0.1
C -1.683507 5.594558 6.961733 0.0 0.1 0.0
Br -1.884978 4.044590 5.835962 0.0 0.0 0.0
Br -0.347037 5.318706 8.318654 0.0 0.0 0.0
Br -1.349689 7.184575 5.941249 0.2 -0.1 -0.1
H -2.624832 5.739790 7.469536 0.0 0.0 0.0
C -3.788981 10.525500 5.967594 0.0 0.0 0.0
Br -4.581435 8.862440 6.532362 0.1 -0.1 0.1
Br -2.047570 10.804354 6.746257 -0.1 0.0 0.0
Br -3.741538 10.665875 4.050728 0.0 -0.1 0.1
H -4.428892 11.317571 6.333575 0.0 0.0 0.0
C -5.972394 -0.294264 5.488865 0.0 -0.1 0.0
Br -6.430850 -0.832805 7.272232 0.0 0.2 0.0
Br -4.509005 0.956408 5.472938 0.0 0.0 0.0
Br -5.615486 -1.822396 4.370476 0.0 -0.2 0.5
H -6.827745 0.214260 5.070296 0.0 0.0 0.0
C 2.777019 -3.634944 -8.589200 -0.1 0.2 0.3
Br 2.212828 -3.434143 -6.735283 1.7 -1.1 -5.8
Br 2.296908 -2.067072 -9.616313 0.1 -0.5 -0.1
Br 4.657581 -4.060359 -8.756021 -0.1 0.1 0.1
H 2.229663 -4.469303 -9.003376 0.0 0.0 0.0
C -7.456841 12.697710 6.019816 -0.1 0.0 0.0
Br -6.661334 13.287180 4.371679 0.0 0.0 0.1
Br -7.562407 10.776865 6.120008 0.0 0.2 0.0
Br -6.542672 13.427765 7.550241 0.0 0.0 0.0
H -8.467362 13.076905 6.038903 0.0 0.0 0.0
C 3.878949 -2.612512 6.601411 -0.1 0.0 0.0
Br 3.369241 -1.644004 8.186336 0.2 -0.2 0.0
Br 3.039999 -4.343381 6.527606 0.0 0.1 0.0
Br 3.551448 -1.596073 4.997568 0.0 0.0 0.3
H 4.944426 -2.775892 6.658026 0.0 0.0 0.0
C -4.626593 -4.849365 7.652782 0.0 0.1 0.0
Br -6.527342 -4.530916 7.638567 0.1 -0.1 0.0
Br -3.983675 -5.373402 5.914246 0.0 0.0 0.0
Br -3.646705 -3.342301 8.342313 0.0 0.0 0.0
H -4.447562 -5.677663 8.321063 0.0 0.0 0.0
C 8.751622 -5.028427 -9.949067 0.0 0.0 0.0
Br 8.253004 -4.856295 -8.098836 0.0 0.0 -0.1
Br 8.263909 -3.469647 -10.964716 0.0 0.0 0.0
Br 10.619715 -5.456461 -10.150437 0.0 0.0 0.0
H 8.189311 -5.859084 -10.350590 0.0 0.0 0.0
C -2.741837 0.608807 -4.630385 0.2 -0.3 -0.7
Br -1.002109 -0.077014 -5.063294 -0.5 -0.4 -0.8
Br -3.417739 -0.159045 -2.996311 -3.6 0.2 -5.2
Br -2.754417 2.534231 -4.566711 -1.5 0.1 -0.8
H -3.412954 0.311784 -5.421915 0.0 0.1 -0.1
C 6.171376 -7.022533 -13.084508 0.0 0.0 0.0
Br 5.486175 -6.153789 -11.508195 0.0 0.0 0.0
Br 5.515602 -8.820172 -13.253869 -0.2 0.1 0.0
Br 5.840755 -5.985184 -14.671904 0.0 0.0 0.1
H 7.243539 -7.090630 -12.969030 0.0 0.0 0.0
C -5.898139 6.815587 9.750187 0.0 0.1 0.0
Br -6.376593 6.568213 11.595968 0.0 0.0 -0.1
Br -4.835909 5.348120 9.092256 -0.1 0.0 0.0
Br -7.446681 7.110862 8.647834 0.0 0.0 0.0
H -5.289130 7.706271 9.693109 0.0 0.0 0.0
C 1.814757 1.791205 -9.575801 0.1 -0.1 0.2
Br 3.562482 1.052608 -9.886963 0.1 0.4 -0.1
Br 1.068554 1.050513 -7.960226 -0.1 0.2 0.0
Br 1.825645 3.717282 -9.560726 0.0 -0.1 0.0
H 1.181386 1.483179 -10.394091 0.0 0.0 0.0
C 8.931896 -11.244894 -12.532290 -0.1 0.0 0.0
Br 7.587119 -11.886579 -13.750284 0.1 0.0 0.0
Br 9.086044 -9.321997 -12.551941 0.2 -0.1 0.0
Br 8.654213 -11.910816 -10.749145 0.0 0.0 -0.1
H 9.877031 -11.636764 -12.875455 0.0 0.0 0.0

---

# 2
146
Properties=species:S:1:pos:R:3:forces:R:3 method="wB97M-V/def2-TZVPD" e_homo_ev=-9.79 charge=0 orbital_gap_ev=9.24
C -5.870509 10.169568 -6.857856 -0.6 0.9 -1.5
N -5.877788 9.156426 -5.831707 0.4 -0.3 1.5
O -5.514063 8.028227 -6.158438 -0.7 1.3 1.0
O -6.203158 9.560363 -4.695619 0.4 -1.5 -1.4
H -4.852437 10.366905 -7.193525 -0.1 -0.2 0.1
H -6.351005 11.088250 -6.521319 0.3 -0.4 0.3
H -6.473705 9.769025 -7.672613 0.2 0.0 -0.1
C -6.579178 19.102041 -6.675507 -0.1 0.5 -0.6
N -5.876097 17.871122 -7.166303 0.1 -2.0 0.8
O -5.959229 16.873948 -6.418547 0.1 1.8 -1.0
O -5.318928 17.833198 -8.260042 -0.7 0.6 1.1
H -6.466782 19.886450 -7.423936 0.1 -0.2 0.1
H -6.207607 19.434704 -5.706295 0.4 -0.4 -0.2
H -7.632825 18.849280 -6.556959 0.0 -0.3 -0.1
C -8.130508 17.440513 -9.815765 -0.1 0.1 -0.3
N -9.643847 17.650295 -9.878135 -0.4 1.4 0.6
O -10.086546 18.806104 -9.788980 1.2 -1.3 -0.4
O -10.366506 16.681189 -9.852714 0.5 -0.4 -0.3
H -7.940548 17.250839 -8.759337 0.0 0.1 -0.1
H -7.575982 18.296504 -10.200321 -0.5 0.3 0.4
H -7.790087 16.597687 -10.417305 -0.7 -0.2 0.1
C -9.950438 16.376791 -2.488583 -1.0 -0.1 -0.2
C -8.584774 16.921360 -2.648975 2.0 0.9 0.1
C -8.619364 18.270170 -3.395578 -1.1 -0.4 -0.6
S -9.959417 17.948261 -4.652325 0.1 0.3 -2.0
O -9.430926 17.510678 -6.005799 -0.6 1.4 2.8
O -10.937122 19.040342 -4.570145 1.2 -1.2 -0.2
C -10.564748 16.447317 -3.889526 -1.0 0.0 0.5
H -10.454501 16.969589 -1.725298 -0.6 0.2 -0.3
H -9.941615 15.363651 -2.086623 0.1 -0.1 -0.3
H -8.005287 16.176437 -3.194300 0.5 0.2 0.2
H -8.188948 17.172226 -1.664857 0.6 -0.6 0.0
H -7.742596 18.709450 -3.871407 0.2 -0.7 -0.1
H -8.974456 19.049031 -2.720755 -0.5 0.0 -0.2
H -10.296072 15.628097 -4.556454 0.3 0.0 0.2
H -11.653010 16.508096 -3.879472 0.0 0.1 -0.1
C -9.996945 9.121922 -3.464490 -0.1 -0.3 1.2
C -10.120085 9.643837 -1.985904 1.1 0.9 -1.1
C -9.199162 10.914524 -1.976545 -0.9 0.4 1.6
S -9.631506 11.872352 -3.415518 -1.0 -3.6 0.2
O -8.574775 12.768638 -3.714212 0.9 1.3 -0.6
O -11.015065 12.340106 -3.387999 1.1 -0.3 0.2
C -9.588079 10.285478 -4.375419 -0.9 0.3 -1.0
H -10.863316 8.510859 -3.717689 -0.5 0.7 -0.4
H -9.252591 8.325660 -3.461402 0.6 0.4 -0.1
H -9.785094 8.853962 -1.313609 -0.1 0.3 0.2
H -11.130613 9.974950 -1.746549 0.0 -0.2 0.0
H -8.118686 10.770877 -1.980457 -0.1 -0.4 -0.5
H -9.369323 11.591471 -1.139359 -0.2 -0.2 0.3
H -8.617596 10.037785 -4.805419 0.1 0.7 0.0
H -10.302285 10.495060 -5.171706 0.1 -0.3 -0.3
C -12.032338 8.058008 -7.020871 -0.4 0.0 0.4
C -11.452092 6.779964 -6.364454 -0.1 0.0 0.2
C -9.973720 6.702716 -6.701854 0.3 0.1 -0.4
S -9.593768 7.932209 -8.027697 -0.2 -2.0 -0.8
O -9.026372 7.162782 -9.156547 -0.7 1.5 1.5
O -8.874925 9.046638 -7.445544 -0.1 -0.1 -0.2
C -11.374321 8.323268 -8.358455 1.2 -0.4 0.5
H -11.812373 8.902367 -6.367588 0.1 0.1 0.1
H -13.116255 8.061806 -7.135751 0.0 -0.2 0.0
H -11.845951 5.806187 -6.655519 -0.7 0.4 -0.6
H -11.603775 6.760842 -5.285227 0.0 0.4 0.1
H -9.819758 5.734389 -7.178016 0.7 0.2 0.2
H -9.328326 6.861088 -5.837856 0.2 0.0 -0.3
H -11.651701 7.553609 -9.078731 -0.1 0.3 -0.3
H -11.445629 9.357416 -8.695425 0.0 -0.2 -0.2
C -7.845785 13.078808 -6.984179 0.8 -0.5 -2.0
C -8.317557 14.537010 -7.094922 -0.6 -0.4 1.5
C -9.829032 14.414646 -7.122567 -1.0 -1.5 -1.2
S -10.166287 12.824484 -8.211823 0.1 0.3 0.4
O -10.498704 13.224080 -9.576908 -0.3 -0.3 0.9
O -11.027709 11.844983 -7.493072 1.3 1.5 -1.0
C -8.434549 12.314208 -8.184990 -0.3 0.3 -0.4
H -8.152651 12.520850 -6.099525 0.2 0.7 0.4
H -6.767465 13.045915 -7.139852 0.2 -0.1 0.5
H -7.905619 15.151385 -7.895516 -0.1 -0.7 -0.5
H -7.979407 15.082617 -6.213980 -0.3 0.0 0.3
H -10.405864 15.237660 -7.544473 0.1 -0.1 0.0
H -10.297771 14.021184 -6.220575 0.3 0.5 0.4
H -8.058399 12.662372 -9.146963 0.1 0.3 0.0
H -8.338153 11.229672 -8.235939 -0.3 0.0 0.5
C -3.904844 14.649674 -7.521438 -0.7 -1.5 0.0
C -3.869481 13.326008 -8.387751 1.2 -0.4 0.6
C -2.591433 13.398051 -9.260401 -1.5 0.9 0.3
S -1.351475 14.261680 -8.260975 0.4 -1.6 1.2
O -0.596236 15.245241 -8.992741 -0.9 0.5 0.1
O -0.562631 13.230044 -7.618849 -0.2 -0.1 0.0
C -2.529865 14.915725 -6.934553 1.0 1.2 -2.1
H -4.587650 14.477644 -6.689397 -0.3 0.3 -0.2
H -4.243245 15.502242 -8.110251 0.0 -0.1 0.0
H -4.691229 13.073918 -9.058030 -0.3 0.7 0.1
H -3.807543 12.439215 -7.756985 0.1 0.1 0.5
H -3.001637 14.012777 -10.061619 1.1 0.1 -0.5
H -2.208073 12.431259 -9.586672 0.1 0.3 0.0
H -2.281227 15.973014 -7.026250 -0.2 0.2 0.3
H -2.305723 14.623092 -5.908773 0.1 -0.7 -0.5
C -14.358808 12.257713 -10.262623 -1.9 -0.7 1.0
C -13.041761 11.731256 -10.686589 1.0 0.5 0.0
O -12.524472 12.814891 -11.476164 0.8 -1.0 0.0
C -13.471704 13.712469 -11.709370 0.2 3.8 -0.9
O -13.372321 14.780438 -12.326702 0.3 -3.0 1.0
O -14.561390 13.429920 -11.027719 -1.4 -0.4 0.3
F -13.103100 10.636934 -11.506308 -0.3 0.0 0.1
H -14.511284 12.441054 -9.199025 1.0 0.6 0.1
H -15.151959 11.516676 -10.361898 -0.1 0.0 -1.0
H -12.415916 11.494316 -9.826200 0.4 0.1 -0.4
C -13.916142 12.298205 -4.985373 1.5 -1.1 2.3
C -14.047213 10.798846 -4.425432 -0.4 4.6 0.8
O -14.461243 10.164527 -5.551998 -0.2 -2.7 -0.2
C -14.058197 10.786064 -6.652061 0.3 1.6 -1.3
O -14.197278 10.338799 -7.768312 0.6 1.0 1.6
O -13.519414 12.010169 -6.271897 -0.6 -1.1 -3.1
F -15.043946 10.867361 -3.532473 -1.3 -0.8 1.0
H -13.125993 12.831398 -4.456722 0.2 -0.1 -0.2
H -14.790320 12.943892 -4.901663 -0.5 -0.6 -0.2
H -13.185181 10.434172 -3.866849 0.3 -0.5 -0.7
C -8.790828 12.970499 -12.622415 -0.8 1.3 -2.5
C -7.969291 13.920573 -13.563344 -1.9 -1.3 1.3
O -6.622032 13.616428 -13.241535 -0.8 1.4 -2.4
C -6.589418 12.903181 -12.170158 1.2 -1.6 4.8
O -5.575594 12.556019 -11.584217 -2.2 0.5 -1.3
O -7.882785 12.702374 -11.644534 2.8 -1.1 0.5
F -8.320656 15.156574 -13.128906 0.9 1.0 -0.7
H -9.147442 12.154987 -13.251597 0.3 -0.8 0.5
H -9.680624 13.458530 -12.224707 0.2 0.2 0.1
H -8.182241 13.734330 -14.615996 0.4 0.7 0.0
C -13.500915 16.239936 -9.081588 0.8 0.9 -0.2
C -13.036276 17.558692 -8.405345 0.1 -2.6 -1.2
O -12.526907 17.052508 -7.157550 0.2 1.7 -0.6
C -13.190081 15.945834 -6.848554 -1.1 -1.0 0.5
O -13.293463 15.468926 -5.754743 0.6 0.2 0.0
O -13.809232 15.411762 -7.909196 0.3 0.4 -1.9
F -14.149728 18.270098 -8.230473 -0.8 1.3 1.0
H -12.748393 15.913064 -9.799205 0.7 -1.0 1.0
H -14.283487 16.389296 -9.825476 -1.0 0.0 1.0
H -12.310651 18.122562 -8.991529 0.2 0.0 0.6
C -10.362534 8.830035 -13.486380 -1.2 -0.5 0.2
C -8.950983 8.395801 -13.256081 -3.0 -2.4 -0.7
O -8.861286 8.642276 -11.886161 4.1 -3.5 -1.7
C -9.546188 9.669231 -11.640389 -2.5 4.0 5.9
O -9.469304 10.240746 -10.548481 -0.3 -0.5 -2.5
O -10.491232 9.886058 -12.540862 -0.3 1.1 -1.0
F -8.153252 9.096671 -14.004486 2.6 1.9 -1.0
H -11.010201 8.036215 -13.114271 -0.2 -0.2 -0.3
H -10.651159 9.080233 -14.507266 0.3 0.4 0.2
H -8.881411 7.361160 -13.591914 0.6 -0.3 1.0